Molecular formula: C5H13NS
Method: DFT, ωB97M-V/def2-TZVPD

LUMO energy: 0.986 eV
HOMO-LUMO gap: 9.79 eV
DFT total energy: -651.20555 a.u.
Charge: 0
Structure (SMILES): C=CCN.CCS
Multiplicity: 1
Relative energy (zero: lowest compared OMol25 entry of this formula, charge and spin): 1.045 eV
Highest occupied orbital energy: -0.3236 Eh

Structure (XYZ):
```
20
Properties=species:S:1:pos:R:3:nbo_charge:R:1
S -0.68900 -3.49695 0.08821 -0.06
N -0.85230 2.09960 -1.38530 -0.83
C 0.57039 3.01447 0.35460 -0.17
C -0.57958 -0.85310 0.74336 -0.62
C 0.45303 2.72198 -1.10387 -0.26
C 1.62984 2.75626 1.09697 -0.39
C 0.32344 -1.99688 0.32122 -0.50
H 1.07444 -2.19721 1.08133 0.20
H 1.22821 2.01658 -1.40851 0.19
H -1.33669 -0.65927 -0.01099 0.22
H 0.81517 -1.77148 -0.62088 0.21
H -0.03480 0.08017 0.87552 0.23
H -1.59115 2.76413 -1.18351 0.35
H 1.65602 3.01036 2.14749 0.20
H 0.61309 3.61825 -1.71415 0.18
H -0.30099 3.47766 0.80822 0.19
H 0.28787 -4.25300 -0.42374 0.12
H -0.91723 1.88502 -2.37328 0.36
H 2.49579 2.27922 0.66068 0.19
H -1.09112 -1.09066 1.67502 0.20
```